(1)
{"formula": "C17H23N5O4S", "method": "wB97M-V/def2-TZVPD", "de_lowest_kcal_mol": 0.0, "e_tot_ev": -44480.923, "e_lumo_ev": 0.196, "elements": ["C", "C", "C", "N", "C", "S", "C", "C", "O", "N", "C", "C", "C", "C", "C", "O", "C", "C", "O", "N", "C", "C", "O", "N", "C", "C", "N", "H", "H", "H", "H", "H", "H", "H", "H", "H", "H", "H", "H", "H", "H", "H", "H", "H", "H", "H", "H", "H", "H", "H"], "coordinates": [[1.3915, 2.3387, 2.7570], [1.6385, 0.8365, 2.7776], [0.6252, 0.0618, 1.9989], [1.0197, -1.1261, 1.5615], [0.1567, -1.8608, 0.8817], [0.6977, -3.3743, 0.2376], [2.4785, -3.1617, 0.5839], [3.0394, -1.8582, 0.0235], [3.9196, -1.2464, 0.5866], [2.5445, -1.5217, -1.1894], [2.7731, -0.2178, -1.7618], [1.7855, 0.8123, -1.1898], [1.8350, 2.1683, -1.9167], [0.5328, 2.1866, -2.7183], [-0.3707, 1.3317, -1.8345], [0.4592, 0.3036, -1.3387], [-1.1511, -1.4139, 0.6461], [-2.0944, -2.1909, -0.1196], [-1.8571, -3.3052, -0.5460], [-3.3050, -1.5515, -0.3381], [-4.3245, -2.2414, -1.1094], [-3.6333, -0.2851, 0.1069], [-4.7054, 0.2169, -0.1394], [-2.6826, 0.3904, 0.8522], [-3.0398, 1.7171, 1.3153], [-1.4519, -0.1311, 1.1151], [-0.5691, 0.5971, 1.7959], [2.1609, 2.8509, 3.3288], [0.4207, 2.5673, 3.1876], [1.4092, 2.7140, 1.7367], [2.6249, 0.5827, 2.3830], [1.6047, 0.4713, 3.8084], [2.6486, -3.1864, 1.6583], [2.9720, -4.0123, 0.1134], [1.7027, -1.9889, -1.4981], [3.7921, 0.0859, -1.5134], [2.6547, -0.2908, -2.8450], [1.9979, 0.9250, -0.1190], [1.8484, 2.9841, -1.1944], [2.7172, 2.2493, -2.5478], [0.6705, 1.7034, -3.6858], [0.1394, 3.1882, -2.8721], [-0.7673, 1.9297, -0.9999], [-1.2005, 0.8629, -2.3662], [-4.4840, -1.7313, -2.0594], [-3.9734, -3.2561, -1.2820], [-5.2612, -2.2460, -0.5540], [-3.9294, 1.6578, 1.9419], [-3.2627, 2.3578, 0.4618], [-2.1972, 2.1068, 1.8790]]}

(2)
{"formula": "C4H7I2NO", "method": "wB97M-V/def2-TZVPD", "de_lowest_kcal_mol": 14.1, "e_tot_ev": -23998.114, "e_lumo_ev": -0.360, "elements": ["C", "C", "C", "C", "N", "O", "I", "I", "H", "H", "H", "H", "H", "H", "H"], "coordinates": [[1.5349, 0.7726, -1.6998], [0.1719, -1.1906, 0.7855], [0.9997, 0.1453, 0.6693], [0.5581, 0.7910, -0.6204], [-0.2689, 1.7000, -0.9133], [2.7082, 0.4857, -1.6404], [-4.8118, -0.7710, 0.5458], [-1.6192, 2.3085, 0.4309], [1.0328, 0.7766, -2.6953], [0.7316, -1.6564, 1.5614], [-0.7827, -1.0652, 1.1511], [0.2313, -1.7481, -0.1218], [0.7151, 0.8372, 1.5472], [2.0944, -0.0630, 0.4785], [-3.2955, -1.3227, 0.5210]]}

(3)
{"formula": "C21H24F2NO2", "method": "wB97M-V/def2-TZVPD", "de_lowest_kcal_mol": 0.0, "charge": 1, "e_tot_ev": -33179.985, "e_lumo_ev": -2.535, "elements": ["C", "O", "C", "O", "C", "C", "C", "C", "N", "C", "C", "C", "C", "C", "C", "C", "F", "C", "C", "C", "C", "C", "C", "C", "F", "C", "H", "H", "H", "H", "H", "H", "H", "H", "H", "H", "H", "H", "H", "H", "H", "H", "H", "H", "H", "H", "H", "H", "H", "H"], "coordinates": [[3.7826, -2.7296, 2.4630], [2.7873, -2.9755, 1.4366], [1.7741, -2.0998, 1.4391], [1.6337, -1.2168, 2.2764], [0.7780, -2.3094, 0.3075], [0.1310, -3.6696, 0.5764], [-1.3755, -3.4420, 0.6807], [-1.5856, -1.9378, 0.8884], [-0.2988, -1.2221, 0.4174], [-0.4283, -0.1670, -0.6117], [0.8145, 0.7343, -0.6842], [2.0675, 0.1532, -0.5727], [3.2532, 0.8773, -0.6152], [3.2382, 2.2438, -0.9007], [4.5070, 3.0178, -0.9799], [1.9874, 2.8167, -1.0736], [1.9307, 4.1671, -1.2923], [0.7864, 2.1003, -1.0545], [-1.7661, 0.5801, -0.5054], [-2.9248, 0.0232, -1.0973], [-4.1407, 0.6933, -1.0670], [-4.2023, 2.0384, -0.6852], [-5.4125, 2.8768, -0.9074], [-3.0457, 2.5635, -0.1260], [-3.0050, 3.9082, 0.1413], [-1.8740, 1.8465, 0.0679], [4.5442, -3.4970, 2.3006], [4.2291, -1.7275, 2.3556], [3.3482, -2.8343, 3.4699], [1.2335, -2.3243, -0.6907], [0.4177, -4.3703, -0.2217], [0.5100, -4.1262, 1.5075], [-1.8624, -3.8293, -0.2268], [-1.8358, -3.9849, 1.5194], [-2.4582, -1.5683, 0.3503], [-1.7229, -1.7013, 1.9581], [0.0357, -0.7100, 1.2526], [-0.4827, -0.6412, -1.6239], [2.1877, -0.9143, -0.4792], [4.1963, 0.3671, -0.4659], [5.3379, 2.3178, -0.8563], [4.6545, 3.5456, -1.9318], [4.5598, 3.7540, -0.1689], [-0.1357, 2.6046, -1.2813], [-2.8820, -0.9756, -1.5379], [-5.0529, 0.2019, -1.4122], [-6.2510, 2.2094, -1.1248], [-5.6414, 3.4671, -0.0129], [-5.3198, 3.5682, -1.7589], [-1.0219, 2.2980, 0.5576]]}

(4)
{"formula": "CH5Br2NOP", "method": "wB97M-V/def2-TZVPD", "de_lowest_kcal_mol": 7.4, "charge": 1, "e_tot_ev": -154023.175, "e_lumo_ev": -5.327, "elements": ["C", "N", "O", "P", "Br", "Br", "H", "H", "H", "H", "H"], "coordinates": [[0.4614, 0.5538, -0.5015], [0.7580, -0.5015, -1.2029], [-2.1113, 0.5469, 1.8899], [-2.1655, 0.2199, 0.3814], [-1.9105, -2.0429, 0.0726], [-4.2293, 0.6537, -0.3185], [0.2433, 1.5451, -0.9836], [0.5074, 0.5437, 0.6181], [0.5486, -1.4041, -0.6862], [-2.7995, 0.2226, 2.6136], [0.5130, -0.5270, -2.1590]]}